[1]
A cluster of 2 separate species, C3H7S in total, computed with ωB97M-V with the def2-TZVPD basis set.

- Energy relative to the best compared isomer or geometry (same formula, charge and spin): 17.5 kcal per mole
- Net charge: -1
- E_LUMO: 3.741 eV
- Gap between HOMO and LUMO: 6.166 eV
- Spin multiplicity: 1

Geometry (Å):
S -3.843 0.690 0.155
H -2.736 1.380 -0.199
C 1.500 -0.506 0.821
C 0.831 -0.429 -0.535
C -0.258 0.304 -0.763
H 1.331 -1.498 1.228
H 1.015 0.199 1.500
H 2.546 -0.210 0.741
H 1.250 -1.045 -1.325
H -0.926 0.168 -1.605
H -0.709 0.948 -0.018

---

[2]
A cluster of 2 separate species, C20H28N3O in total, computed with ωB97M-V with the def2-TZVPD basis set.

- Net charge: +1
- E_LUMO: -4.678 eV
- Gap between HOMO and LUMO: 6.505 eV
- Spin multiplicity: 1

Geometry (Å):
C 4.180 -4.646 -0.961
O 3.958 -3.292 -1.383
C 2.805 -2.635 -1.086
C 2.559 -1.476 -1.862
C 1.405 -0.754 -1.671
C 0.492 -1.076 -0.634
C -0.731 -0.346 -0.571
C -1.972 -1.066 -0.476
C -3.160 -0.506 0.077
C -4.370 -1.186 -0.002
C -4.459 -2.429 -0.653
C -5.757 -3.145 -0.849
C -3.299 -3.006 -1.179
C -2.077 -2.375 -1.056
C 0.793 -2.204 0.198
C 1.913 -2.990 -0.030
H 5.174 -4.876 -1.348
H 4.165 -4.727 0.132
H 3.439 -5.320 -1.407
H 3.293 -1.193 -2.620
H 1.162 0.056 -2.362
H -0.753 0.688 -0.938
H -3.080 0.468 0.573
H -5.274 -0.749 0.435
H -5.604 -4.229 -0.807
H -6.497 -2.874 -0.092
H -6.179 -2.920 -1.838
H -3.362 -3.967 -1.692
H -1.188 -2.851 -1.473
H 0.117 -2.450 1.022
H 2.132 -3.868 0.590
C 2.680 4.122 0.705
N 1.694 3.187 0.188
C 2.097 2.401 -0.947
C 0.657 2.746 0.966
N 0.035 1.625 0.725
N 0.340 3.592 2.031
C 0.198 5.026 1.788
C -0.511 3.062 3.088
H 2.832 4.005 1.795
H 3.629 3.925 0.196
H 2.393 5.168 0.497
H 1.585 1.445 -0.866
H 1.816 2.879 -1.896
H 3.182 2.261 -0.916
H -0.778 1.532 1.351
H 0.145 5.277 0.718
H -0.729 5.388 2.261
H 1.047 5.580 2.217
H -0.154 2.042 3.285
H -0.407 3.676 3.996
H -1.576 3.005 2.778

---

[3]
A structure of composition C2H5N2O2, computed with ωB97M-V with the def2-TZVPD basis set.

- Energy relative to the best compared isomer or geometry (same formula, charge and spin): 157.6 kcal per mole
- Net charge: -1
- E_LUMO (alpha / beta): 4.258 / 4.257 eV
- Gap between HOMO and LUMO (alpha / beta): 7.407 / 7.409 eV
- Spin multiplicity: 1

Geometry (Å):
C 1.501 0.694 0.075
C 0.280 -1.392 0.013
N -0.913 -0.947 -0.028
N -1.528 0.762 0.417
O -2.497 0.971 -0.325
O 0.942 -2.406 -0.094
H 2.448 0.667 0.678
H 1.563 0.716 -1.003
H -1.655 -1.664 -0.232
H -0.798 1.368 0.084
H 0.656 1.232 0.415

---

[4]
A cluster of 2 separate species, C4H8Cl2NO in total, computed with ωB97M-V with the def2-TZVPD basis set.

- Energy relative to the best compared isomer or geometry (same formula, charge and spin): 21.8 kcal per mole
- Net charge: +1
- E_LUMO: -4.878 eV
- Gap between HOMO and LUMO: 8.165 eV
- Spin multiplicity: 1

Geometry (Å):
C -2.390 0.829 0.033
C 1.239 -0.148 -1.194
C -3.213 0.211 0.859
C 1.007 0.168 0.213
N 0.014 -0.357 0.827
O -2.320 0.498 -1.253
Cl -1.534 2.287 0.560
Cl -3.751 -1.334 0.263
H 0.412 -0.602 -1.629
H 1.423 0.819 -1.757
H 2.307 -0.518 -1.390
H -3.424 0.393 1.881
H 1.797 0.740 0.848
H -3.026 -0.196 -1.349
H -0.504 -1.099 0.323
H -0.369 0.101 1.666

---

For the records above, the corresponding max |F| values read 1.14; 1.93; 2.83; 4.13 eV Å⁻¹.
For the records above, the corresponding E_tot values read -14059.7000; -27703.9495; -9225.3245; -32851.7677 eV.